a) This record from OMol25 describes 2 unconnected molecules or ions with the total composition C2H4FN3. The level of theory is wB97M-V/def2-TZVPD.

XYZ file:
```
10
Properties=species:S:1:pos:R:3:lowdin_charge:R:1
C -0.19 0.17 0.62 -0.203
C 0.69 0.61 -0.43 -0.053
N 1.16 -0.50 -1.08 0.040
N 0.59 -1.53 -0.61 0.065
N -0.27 -1.23 0.39 0.052
F -1.16 1.39 -1.37 -0.500
H 0.24 0.36 1.65 0.161
H -1.23 0.82 0.45 0.195
H 1.04 1.63 -0.53 0.127
H -0.88 -1.75 0.91 0.117
```

The multiplicity is 1. For the HOMO-LUMO gap (alpha / beta), the calculation gives 8.282 / 8.284 eV. The value obtained for the LUMO energy (alpha / beta) is -1.66 / -1.66 eV. For the HOMO energy (alpha / beta), the calculation gives -9.9386 / -9.9399 eV.

b) This record from OMol25 describes a single C2H4FN3 molecule. The level of theory is wB97M-V/def2-TZVPD.

XYZ file:
```
10
Properties=species:S:1:pos:R:3:lowdin_charge:R:1
C 0.48 -0.37 0.08 -0.250
C 1.86 -0.18 0.74 -0.384
N 2.06 0.76 1.50 -0.074
N 1.95 1.56 2.29 0.186
N -0.44 0.70 0.08 -0.050
F 2.72 -1.17 0.51 0.079
H 0.69 -0.62 -1.02 0.137
H -0.08 -1.21 0.74 0.161
H -0.42 1.51 -0.62 0.120
H -0.51 1.14 1.02 0.073
```

The multiplicity is 1. For the HOMO-LUMO gap, the calculation gives 8.671 eV. The value obtained for the LUMO energy is 0.44 eV. For the HOMO energy, the calculation gives -8.2275 eV.

Energies in hartree, measured from the most stable structure: a) 0.0407; b) 0.0000.

a) This record from OMol25 describes a single C6H4N2 molecule. The level of theory is wB97M-V/def2-TZVPD.

XYZ file:
```
12
Properties=species:S:1:pos:R:3:lowdin_charge:R:1
C 2.08 0.15 0.00 -0.076
C 1.43 -1.03 -0.19 0.007
C 0.00 -0.71 -0.06 -0.354
C -2.12 -0.15 0.01 -0.053
C -1.48 1.10 -0.06 0.026
C 0.02 0.65 0.04 -0.361
H 3.16 0.42 0.49 0.161
H 1.87 -1.97 -0.15 0.074
H -3.15 -0.50 0.03 0.088
H -1.61 2.33 -0.37 0.173
N -1.09 -1.28 0.15 0.173
N 1.11 1.22 0.07 0.142
```

Its SMILES is C1=CC2=NC=CC2=N1. The multiplicity is 1. For the HOMO-LUMO gap, the calculation gives 7.372 eV. The value obtained for the LUMO energy is -1.56 eV. For the HOMO energy, the calculation gives -8.9309 eV.

b) This record from OMol25 describes a single C6H4N2 molecule. The level of theory is wB97M-V/def2-TZVPD.

XYZ file:
```
12
Properties=species:S:1:pos:R:3:lowdin_charge:R:1
C 1.79 -1.01 -0.87 -0.212
C 1.20 -0.67 0.41 0.014
C 0.03 0.02 0.40 -0.306
C -0.69 0.48 1.58 -0.027
C -1.86 0.97 1.12 -0.067
C -1.79 0.90 -0.30 -0.149
H 1.83 -0.83 1.25 0.111
H -0.34 0.26 2.59 0.119
H -2.71 1.36 1.71 0.115
H -2.50 1.41 -1.03 0.133
N 2.34 -1.30 -1.84 0.156
N -0.69 0.39 -0.79 0.111
```

Its SMILES is N#C/C=C1/C=CC=N1. The multiplicity is 1. For the HOMO-LUMO gap, the calculation gives 8.712 eV. The value obtained for the LUMO energy is -1.45 eV. For the HOMO energy, the calculation gives -10.1602 eV.

Energies in hartree, measured from the most stable structure: a) 0.1086; b) 0.0000.